#A
Entry from the OMol25 dataset: a 2-piece molecular cluster, C4H13N2Si overall (ωB97M-V/def2-TZVPD).

Last column: Löwdin charge in e.
Atoms and positions in Å:
C -1.47 0.06 0.84  -0.23
C -3.27 0.78 -0.69  -0.07
C 2.62 -1.26 0.74  -0.17
C -0.44 -0.60 1.26  0.26
N -1.88 0.57 -0.29  -0.06
N 1.69 -0.54 -0.10  -0.27
Si 1.90 1.14 -0.53  0.65
H -2.38 -0.33 1.46  0.21
H -3.29 1.20 -1.74  0.12
H -3.79 1.56 -0.06  0.10
H -4.01 -0.04 -0.53  0.10
H 2.18 -2.21 1.21  0.12
H 3.59 -1.40 0.26  0.09
H 2.75 -0.68 1.65  0.07
H 0.15 -0.81 2.16  0.10
H -1.24 1.03 -0.93  0.08
H 1.46 -1.09 -0.86  0.05
H 3.08 1.61 -1.27  -0.07
H 1.79 1.75 0.81  -0.06
H 0.45 1.57 -1.10  -0.04

Properties
LUMO ... -5.57 eV
Spin multiplicity ... 1
HOMO energy ... -13.444 eV
Net charge ... +1


#B
Entry from the OMol25 dataset: a 2-piece molecular cluster, C4H13N2Si overall (ωB97M-V/def2-TZVPD).

Last column: Löwdin charge in e.
Atoms and positions in Å:
C -1.91 -3.24 1.05  -0.45
C 2.75 2.33 0.24  -0.16
C -0.01 0.83 0.84  -0.17
C 0.59 1.85 -2.24  -0.19
N -1.14 -2.27 0.96  0.03
N -2.93 -3.34 0.20  0.06
Si 1.12 1.62 -0.43  1.02
H -1.74 -4.12 1.80  0.16
H 2.75 3.40 0.46  0.06
H 3.01 1.82 1.10  0.01
H 3.62 2.19 -0.42  0.06
H 0.09 -0.27 0.79  0.02
H 0.19 1.28 1.83  0.05
H -1.01 1.05 0.61  0.02
H 0.76 1.00 -2.99  0.07
H -0.53 2.13 -2.43  0.09
H 1.21 2.74 -2.48  0.03
H -0.30 -2.26 1.52  0.03
H -3.56 -4.14 0.18  0.10
H -2.95 -2.61 -0.58  0.14

Properties
LUMO ... -5.35 eV
Spin multiplicity ... 1
HOMO energy ... -11.856 eV
Net charge ... +1


#C
Entry from the OMol25 dataset: a 2-piece molecular cluster, C4H13N2Si overall (ωB97M-V/def2-TZVPD).

Last column: Löwdin charge in e.
Atoms and positions in Å:
C 0.27 0.74 0.43  -0.24
C 0.83 1.86 2.59  -0.04
C -1.10 -2.37 -1.70  -0.09
C -1.84 -0.24 -0.76  0.07
N -0.01 1.32 1.53  -0.15
N -1.41 -0.98 -1.77  -0.07
Si 1.89 0.67 -0.50  0.64
H 0.63 1.18 3.44  0.11
H 0.52 2.81 2.84  0.06
H 1.92 1.81 2.22  0.11
H -1.11 -2.91 -0.72  0.11
H -1.67 -3.12 -2.38  0.13
H -0.10 -2.65 -2.05  0.08
H -2.11 -0.86 0.14  0.12
H -2.49 0.63 -1.10  0.14
H -0.93 1.06 1.98  0.15
H -1.18 -0.51 -2.58  0.12
H 1.49 1.57 -1.51  -0.08
H 3.19 1.00 -0.17  -0.11
H 1.79 -0.57 -1.34  -0.07

Properties
LUMO ... -4.03 eV
Spin multiplicity ... 1
HOMO energy ... -12.242 eV
Net charge ... +1


#D
Entry from the OMol25 dataset: a 2-piece molecular cluster, C4H13N2Si overall (ωB97M-V/def2-TZVPD).

Last column: Löwdin charge in e.
Atoms and positions in Å:
C -0.44 -2.09 0.76  -0.23
C -0.52 -1.97 2.20  -0.08
C -0.72 2.01 -0.91  -0.14
C 0.06 -1.41 -1.45  -0.14
N 0.56 1.68 -0.16  -0.22
N 0.08 -1.23 -0.02  -0.08
Si 1.83 2.80 -0.02  1.00
H -1.03 -2.82 0.27  0.10
H -1.35 -2.58 2.65  0.10
H 0.50 -2.26 2.69  0.13
H -0.79 -1.00 2.59  0.06
H -1.07 3.04 -1.01  0.07
H -0.59 1.63 -1.96  0.08
H -1.62 1.38 -0.47  0.13
H 1.06 -1.76 -1.91  0.11
H -0.31 -0.39 -1.83  0.06
H -0.70 -2.20 -1.78  0.09
H 0.55 0.80 0.33  0.03
H 1.58 3.94 -0.89  -0.03
H 2.93 2.45 0.93  -0.03

Properties
LUMO ... -5.42 eV
Spin multiplicity ... 1
HOMO energy ... -13.006 eV
Net charge ... +1


Stability, highest: #B


#A
Entry from the OMol25 dataset: a 2-piece molecular cluster, C6H5NOS overall (ωB97M-V/def2-TZVPD).

Last column: Löwdin charge in e.
Atoms and positions in Å:
C 1.03 1.35 -2.72  -0.01
C -0.33 -1.76 0.75  -0.57
C -0.21 -0.32 0.89  -0.39
C -0.99 0.40 -1.16  -0.32
C -1.17 0.55 -2.40  0.05
C 0.51 0.31 2.01  -0.06
N -0.46 0.59 -0.02  0.10
O 1.71 1.81 -1.93  0.05
S -0.66 -2.44 -0.67  0.78
H -0.14 -2.48 1.62  0.08
H -1.66 0.38 -3.31  0.03
H 0.20 0.06 3.06  0.10
H 1.56 0.17 1.87  0.07
H 0.61 1.39 2.01  0.08

Properties
LUMO ... -1.72 eV
Spin multiplicity ... 1
HOMO energy ... -8.438 eV


#B
Entry from the OMol25 dataset: a 2-piece molecular cluster, C6H5NOS overall (ωB97M-V/def2-TZVPD).

Last column: Löwdin charge in e.
Atoms and positions in Å:
C 1.54 -1.09 -2.67  -0.07
C 0.45 1.56 -0.31  -0.02
C -0.57 0.57 -0.40  -0.02
C 1.61 0.84 -0.04  -0.10
C -0.01 -0.69 -0.22  -0.46
C -0.57 -1.94 -0.05  -0.46
N 1.86 -0.09 -3.08  0.10
O 1.38 -0.46 0.03  -0.02
S -2.20 -2.00 0.06  0.79
H 0.41 2.58 -0.61  0.10
H -1.50 0.91 -0.78  0.11
H 2.58 1.05 0.32  0.13
H 1.52 -1.85 -1.96  0.04
H -2.29 -3.32 0.49  -0.09

Properties
LUMO ... -0.83 eV
Spin multiplicity ... 1
HOMO energy ... -8.571 eV


Stability, highest: #B


#A
Entry from the OMol25 dataset: a 2-piece molecular cluster, C2H10NS overall (ωB97M-V/def2-TZVPD).

Last column: Löwdin charge in e.
Atoms and positions in Å:
N -2.16 0.20 -0.45  0.27
H -2.73 0.66 0.27  0.15
H -2.07 0.86 -1.23  0.16
H -1.26 -0.12 0.00  0.01
H -2.64 -0.63 -0.78  0.15
C 1.30 -0.02 -0.76  -0.16
C 1.41 0.23 0.79  -0.54
S 0.01 -0.37 1.83  0.73
H 0.64 0.69 -1.25  0.05
H 1.11 -1.05 -1.07  0.07
H 2.31 0.22 -1.08  0.08
H 2.26 -0.33 1.14  0.07
H 1.39 1.32 0.81  0.07
H 0.40 -1.64 1.79  -0.12

Properties
LUMO ... -3.87 eV
Spin multiplicity ... 1
HOMO energy ... -13.533 eV
Net charge ... +1


#B
Entry from the OMol25 dataset: a 2-piece molecular cluster, C2H10NS overall (ωB97M-V/def2-TZVPD).

Last column: Löwdin charge in e.
Atoms and positions in Å:
N 1.91 -1.23 1.27  0.28
H 1.99 -2.08 1.82  0.15
H 2.53 -1.30 0.47  0.15
H 2.11 -0.46 1.93  0.16
H 0.95 -1.04 0.89  0.02
C -0.56 1.91 -0.58  -0.32
S -0.12 0.11 -0.68  0.78
C -1.48 -0.65 0.17  -0.44
H -0.44 2.27 -1.60  0.03
H -1.57 1.97 -0.21  0.03
H 0.07 2.51 0.07  0.04
H -2.34 0.00 0.30  0.05
H -1.23 -1.04 1.16  0.03
H -1.94 -1.43 -0.44  0.05

Properties
LUMO ... -3.90 eV
Spin multiplicity ... 1
HOMO energy ... -12.934 eV
Net charge ... +1


Stability, highest: #A


#A
Entry from the OMol25 dataset: C2H10NS as an isolated structure (ωB97M-V/def2-TZVPD).

Last column: Löwdin charge in e.
Atoms and positions in Å:
N -0.56 1.49 -2.05  0.18
H -0.19 1.16 -2.94  0.13
H -0.22 2.44 -1.89  0.13
H -1.57 1.53 -2.10  0.13
H -0.30 0.74 -1.18  -0.04
C 0.98 0.19 1.83  -0.31
S 0.41 -0.20 0.13  0.83
C -0.35 -1.81 0.34  -0.36
H 0.90 -0.75 2.36  0.04
H 0.49 0.99 2.40  0.06
H 2.05 0.38 1.71  0.04
H -0.71 -2.15 -0.62  0.05
H 0.27 -2.42 0.99  0.05
H -1.20 -1.62 1.02  0.05

Properties
LUMO ... -3.53 eV
Spin multiplicity ... 1
HOMO energy ... -13.239 eV
Net charge ... +1


#B
Entry from the OMol25 dataset: a 2-piece molecular cluster, C2H10NS overall (ωB97M-V/def2-TZVPD).

Last column: Löwdin charge in e.
Atoms and positions in Å:
N 0.81 1.12 -2.15  0.23
H 0.74 0.45 -2.94  0.15
H 1.88 1.31 -2.07  0.20
H 0.16 1.85 -2.57  0.18
H 0.45 0.74 -1.21  -0.01
C -1.58 -1.53 1.06  -0.40
S -0.12 -0.88 0.19  0.71
C 0.70 0.36 1.36  -0.36
H -2.56 -1.15 0.81  0.03
H -1.49 -1.39 2.21  0.08
H -1.49 -2.59 0.89  0.02
H 0.74 1.25 0.50  0.04
H 0.01 0.55 2.24  0.05
H 1.75 -0.09 1.67  0.08

Properties
LUMO ... -4.10 eV
Spin multiplicity ... 1
HOMO energy ... -12.680 eV
Net charge ... +1


Stability, highest: #A


#A
Entry from the OMol25 dataset: C2H4N4S as an isolated structure (ωB97M-V/def2-TZVPD).

Last column: Löwdin charge in e.
Atoms and positions in Å:
C -1.50 -0.18 -0.85  -0.02
C 0.07 -0.10 0.35  -0.38
N -0.96 0.12 -1.91  -0.08
N 0.91 0.17 -0.55  0.06
N 0.29 0.32 -1.82  -0.12
N 0.07 -0.27 1.62  -0.37
S 1.39 -0.18 2.77  0.76
H -2.56 -0.40 -0.82  0.07
H 0.84 0.23 -2.70  0.16
H -0.84 -0.02 2.02  0.10
H 2.28 0.30 1.91  -0.16

Properties
LUMO ... 0.52 eV
Spin multiplicity ... 1
HOMO energy ... -8.090 eV


#B
Entry from the OMol25 dataset: C2H4N4S in the gas phase (ωB97M-V/def2-TZVPD).

Last column: Löwdin charge in e.
Atoms and positions in Å:
C 0.31 -0.82 0.14  -0.21
C 0.12 0.62 -0.27  -0.17
N 1.75 -1.00 0.09  -0.06
N 1.17 1.46 0.35  -0.14
N 2.56 -0.07 -0.15  -0.68
N 1.41 2.59 0.39  0.18
S 4.13 0.04 -0.18  0.56
H -0.07 -1.21 1.06  0.10
H -0.17 -1.63 -0.59  0.16
H 0.36 0.69 -1.28  0.10
H -0.88 1.06 0.14  0.16

Properties
LUMO (spin up / spin down) ... -1.03 / -0.09 eV
Spin multiplicity ... 1
HOMO energy (spin up / spin down) ... -7.518 / -7.944 eV


Stability, highest: #A


#A
Entry from the OMol25 dataset: a 2-piece molecular cluster, CH6O overall (ωB97M-V/def2-TZVPD).

Last column: Löwdin charge in e.
Atoms and positions in Å:
C 1.34 -0.34 -0.61  -0.05
H 1.26 -1.30 -1.14  0.02
H 1.15 0.48 -1.31  0.02
H 0.61 -0.31 0.21  0.00
H 2.36 -0.24 -0.20  0.02
O -2.06 0.75 0.71  -0.09
H -2.93 0.97 1.12  0.05
H -1.72 -0.01 1.23  0.04

Properties
SMILES ... C.O
LUMO ... 0.87 eV
Spin multiplicity ... 1
HOMO energy ... -11.605 eV


#B
Entry from the OMol25 dataset: a 2-piece molecular cluster, CH6O overall (ωB97M-V/def2-TZVPD).

Last column: Löwdin charge in e.
Atoms and positions in Å:
C 0.07 -0.42 -0.92  -0.07
H -0.35 0.57 -1.17  0.03
H -0.16 -0.66 0.13  0.00
H -0.38 -1.18 -1.58  0.03
H 1.16 -0.40 -1.06  0.03
O -0.49 0.56 1.54  -0.11
H -0.04 1.08 0.84  0.03
H 0.19 0.43 2.23  0.07

Properties
SMILES ... C.O
LUMO ... 0.91 eV
Spin multiplicity ... 1
HOMO energy ... -11.021 eV


Stability, highest: #A